Record 1
ORCA calculation (ωB97M-V/def2-TZVPD) on 2 unconnected molecules or ions with the total composition CH4NO at a distorted geometry.

Results
Relative energy (zero: lowest compared OMol25 entry of this formula, charge and spin): 5.7337 eV
Charge: +1
Spin multiplicity: 1
LUMO level (alpha / beta): -0.290 / -0.290 hartree
Kohn-Sham gap (alpha / beta): 7.800 / 7.797 eV

XYZ file:
```
7
Properties=species:S:1:pos:R:3:forces:R:3
H 1.00221 -0.09261 1.08617 1.2 1.4 1.6
H -0.37919 -1.43027 1.42794 -0.7 -0.1 1.5
H 0.48007 -1.22196 -0.07872 0.4 -0.8 -0.8
O -0.81123 0.68133 -0.32092 -1.9 -1.2 1.7
C 0.34157 -0.86588 0.90912 -1.2 0.3 -3.0
N -0.10647 1.15247 -1.10883 2.7 1.1 -2.5
H -0.52695 1.77693 -1.91476 -0.5 -0.8 1.6
```
Positions in Å, forces in eV/Å.

---

Record 2
ORCA calculation (ωB97M-V/def2-TZVPD) on a molecular structure, C29H34BN11O4RuS2 at a distorted geometry.

Results
Relative energy (zero: lowest compared OMol25 entry of this formula, charge and spin): 2.6636 eV
Charge: +2
Spin multiplicity: 1
LUMO level (alpha / beta): -0.340 / -0.343 hartree
Kohn-Sham gap (alpha / beta): 4.121 / 4.033 eV

XYZ file:
```
82
Properties=species:S:1:pos:R:3:forces:R:3
C 1.16710 2.78536 -0.67546 0.2 0.3 -0.2
H -0.26190 -5.46304 0.49234 -0.1 -0.2 0.0
O 0.45410 -2.26924 0.94214 0.4 3.1 0.2
C 0.38970 -0.31114 4.78554 0.0 0.1 -0.3
C 0.80700 -5.44494 0.35794 -0.2 0.1 -0.2
H 3.21180 -3.34674 -0.76546 0.1 0.0 -0.1
N -2.92000 2.22006 -0.69696 0.8 -0.6 0.3
C -3.96280 2.71966 -1.55926 -0.6 0.2 -0.7
H -0.92780 7.86486 -3.72556 0.1 0.1 -0.1
Ru 0.57550 -0.12434 0.31804 -1.8 -1.4 4.1
N -3.44210 3.49536 -2.64416 0.5 0.9 0.7
H 1.13920 -7.40824 1.12514 0.0 -0.1 0.0
N 3.27260 0.22796 1.43674 0.5 0.3 0.7
H 2.37410 0.67016 5.08934 0.2 0.2 0.1
H 4.73950 -7.22634 1.47744 0.0 0.0 0.1
C -1.90050 6.11716 -4.44296 -0.1 -0.1 0.0
C -1.43570 6.95406 -3.45506 0.0 0.0 -0.1
H -2.02630 -3.26574 2.41344 0.0 0.1 0.1
H -4.52450 1.89386 -2.01496 0.1 0.2 0.1
C -0.29450 -0.42214 3.57614 -0.3 -0.3 0.4
H -2.53930 0.32066 -2.76286 0.0 -0.1 -0.1
H -1.33050 1.55536 -3.07156 0.0 0.1 0.0
N 1.32020 1.80026 0.21044 -0.2 -0.7 -0.4
H 4.62090 -5.25344 -0.13006 0.1 0.0 0.0
C 1.38710 -4.31104 -0.18926 -0.4 0.6 -0.2
C -1.64940 0.79706 -2.35566 0.1 -0.1 -0.1
H 0.08400 -0.66774 5.74574 -0.1 -0.1 0.2
N 2.57190 -0.39044 0.47824 -1.5 0.2 -0.2
C -2.26110 5.52636 -1.66366 0.0 0.0 0.2
C 1.54980 0.37566 4.47204 -0.4 -0.2 -0.1
S -3.10910 -1.69224 0.97084 -1.3 -1.0 0.4
O -1.81300 -1.15694 0.47524 1.1 0.7 -0.5
C -2.78650 2.52546 0.63314 0.4 -0.2 0.4
H -2.42380 -3.96504 0.83214 -0.1 -0.1 0.1
N -1.16450 1.15346 0.03804 1.2 -0.2 -0.3
C -2.79150 -3.35134 1.64784 0.0 0.4 -0.4
H 3.36190 -8.34094 1.51604 0.0 -0.1 0.1
C 2.98410 -6.46724 0.54234 -0.3 0.5 -0.1
C -2.56270 4.96386 -4.02946 -0.1 -0.1 1.9
C 3.87500 -7.59044 0.92584 0.2 -0.3 -0.1
H 3.06280 -1.42174 -1.27356 0.0 0.0 0.0
C -4.02950 -2.23284 -0.51646 0.5 0.2 0.4
H -4.77020 -2.96804 -0.22356 -0.1 -0.1 0.1
H -2.38440 5.31476 -0.61336 0.0 0.0 0.2
C 2.22960 3.57946 1.08044 -0.2 0.0 -0.4
N 1.97630 2.28026 1.27364 0.2 0.0 0.8
N -3.62100 3.09866 -3.91226 -0.8 -1.4 -0.2
B 2.60660 1.31066 2.31884 -0.3 -0.1 -0.3
C 3.42270 -0.95044 -0.37616 0.9 -0.1 -0.7
C 2.75830 -4.23264 -0.35786 0.1 0.0 -0.1
H -3.47140 3.16046 1.15254 -0.2 0.2 0.1
N -3.12370 3.92686 -4.70616 0.1 0.1 -1.7
H -1.25070 -0.86134 3.36694 -0.1 -0.1 -0.1
C -1.91130 1.38036 -1.02546 0.0 -0.1 -0.7
O -1.00460 -3.39584 -0.70886 0.8 0.1 0.0
S 0.31060 -2.89334 -0.41376 -0.4 -3.4 -0.6
H 4.26120 -8.06004 0.02004 0.0 -0.1 0.0
C 1.59770 -6.52384 0.70824 0.4 0.2 0.0
H -1.24740 1.84786 2.05644 -0.1 0.0 0.1
C -1.69100 1.86196 1.07954 -0.1 0.5 0.6
H 5.31330 0.38586 1.91194 0.1 0.2 0.2
H -3.71780 -3.73124 2.06744 -0.1 0.0 0.1
C 1.72930 3.94516 -0.16036 0.0 -0.3 0.1
N 1.52930 0.64856 3.16074 0.4 0.3 0.4
H -0.85650 0.04896 -2.25716 -0.2 0.0 -0.1
H 1.79130 4.90616 -0.62776 0.0 0.2 -0.1
H 2.74250 4.17596 1.81054 0.2 -0.1 0.2
N 0.40470 0.16976 2.62054 0.6 0.2 -2.9
C 3.54900 -5.30794 -0.00226 -0.3 -0.1 0.1
H 3.38970 1.87806 2.98514 0.3 0.1 0.2
H -4.63680 3.32186 -0.93946 0.1 -0.2 -0.1
C 4.57590 0.00316 1.23744 -0.5 -0.1 -0.2
H 5.62860 -1.08744 -0.35946 0.2 -0.2 -0.1
C 4.71780 -0.75154 0.08534 -0.4 -0.1 -0.2
H -1.76980 6.32926 -5.48996 0.0 0.1 -0.2
H -1.20550 7.34276 -1.36196 0.0 0.1 0.1
C -2.75580 4.68616 -2.64956 0.2 0.2 -0.7
O 0.81830 -1.91754 -1.38896 0.3 1.6 0.0
C -1.60520 6.65986 -2.09496 0.0 -0.1 0.1
H -4.53100 -1.38254 -0.96646 0.0 0.2 0.1
H 0.70980 2.61796 -1.63386 -0.2 0.0 0.0
H -3.30000 -2.66024 -1.19616 0.1 -0.1 -0.1
```
Positions in Å, forces in eV/Å.

---

Record 3
ORCA calculation (ωB97M-V/def2-TZVPD) on C20H27N3O2 in the gas phase at a distorted geometry.

Results
Relative energy (zero: lowest compared OMol25 entry of this formula, charge and spin): 0.9701 eV
SMILES string: O=C(CCc1nnc(CCCCc2ccccc2)o1)NC1CCCC1
Spin multiplicity: 1
LUMO level: 0.026 hartree
Kohn-Sham gap: 9.765 eV

XYZ file:
```
52
Properties=species:S:1:pos:R:3:forces:R:3
N -0.27178 -0.95676 -0.18604 -1.0 -0.5 0.8
H -0.94173 -2.38216 -4.37792 -0.1 0.1 0.0
H 2.11334 3.44094 5.15313 0.1 0.0 0.0
H 2.34431 -3.53383 -5.37961 0.0 0.0 0.0
C -2.55283 -0.40920 0.64889 -0.1 0.0 0.2
H 2.71041 0.94055 -2.13884 0.1 0.0 0.0
O -1.08995 0.98629 -0.76335 0.0 0.1 0.0
H -3.00808 -1.32951 0.27773 0.0 0.1 -0.1
H -1.58597 -1.36951 2.30781 0.0 -0.1 0.0
C 0.22220 4.26807 5.71960 0.0 0.1 0.0
H 1.81517 -1.08454 -2.54485 0.0 0.2 -0.1
H -2.39870 0.38381 4.75366 0.0 -0.1 0.0
C -0.06929 -2.62380 -3.77345 -0.1 -0.1 -0.1
N 0.65220 -0.31719 -0.93844 0.7 0.9 -0.6
H 1.03145 2.72664 -1.44683 -0.1 0.0 -0.1
C -2.28414 -0.54561 2.15244 0.0 0.3 -0.1
C -1.70474 0.73598 2.74458 -0.1 -0.4 0.2
H 1.89708 -3.94128 -2.39541 0.0 0.0 0.1
C 0.19717 -4.12714 -3.70478 0.0 0.0 0.1
H -2.75263 2.71114 5.36410 -0.1 0.0 0.0
C 2.01326 1.39247 -2.84305 -0.2 0.0 -0.1
C 2.25977 -3.13451 -4.36881 0.0 0.0 0.1
H 0.02646 2.24987 -2.81730 0.1 0.0 0.0
C -1.68447 2.87073 5.31536 0.0 0.0 0.0
C 1.69622 -4.20300 -3.43516 0.0 -0.1 -0.2
H 1.06191 -1.57938 -5.34286 0.0 -0.1 0.2
C 0.15122 0.82625 -1.27486 0.3 -0.4 0.1
H 3.24089 -2.77698 -4.06050 0.1 0.0 -0.1
C -1.14477 4.05828 5.77704 0.0 0.1 0.0
C 0.76971 1.88883 -2.10121 0.0 0.2 0.0
N 1.67919 -0.89345 -3.52951 0.1 -0.3 0.0
H 2.48722 2.24205 -3.33501 0.0 -0.1 0.0
H -2.38995 1.56871 2.56628 0.0 0.1 0.0
H -3.22182 -0.79042 2.65468 0.0 -0.1 0.0
H -0.23473 -2.23712 -2.76650 0.0 0.0 0.0
H -0.39585 -4.61543 -2.93319 -0.1 -0.1 0.0
H 1.14924 1.33055 4.33610 0.1 -0.1 0.0
C 0.50283 2.09757 4.73925 0.0 0.0 0.0
H -3.22697 0.42631 0.45432 -0.1 -0.1 0.0
H 2.11147 -5.19028 -3.63156 0.1 0.0 0.1
C -1.29238 -0.17260 -0.09137 0.2 -0.4 -0.1
H -0.77030 -0.22733 4.42643 0.0 0.0 0.0
C 1.04538 3.28397 5.19919 0.1 0.0 0.0
C -0.86753 1.87605 4.79426 0.0 -0.1 0.1
C -1.45498 0.60493 4.25089 0.0 0.2 -0.3
H -0.75929 0.97331 2.25093 0.0 0.1 0.0
C 1.61089 0.38968 -3.92477 0.4 0.1 0.4
H 0.64480 5.19411 6.08063 0.0 0.1 0.0
H -0.02957 -4.59482 -4.66420 0.0 -0.1 0.0
C 1.22158 -1.99622 -4.34545 0.0 0.1 -0.3
H -1.79252 4.82155 6.18336 0.0 0.1 0.0
O 1.26959 0.74344 -5.03581 -0.2 0.3 -0.4
```
Positions in Å, forces in eV/Å.

---

Record 4
ORCA calculation (ωB97M-V/def2-TZVPD) on a molecular structure, C5H11NO.

Results
Relative energy (zero: lowest compared OMol25 entry of this formula, charge and spin): 7.4544 eV
Spin multiplicity: 1
LUMO level (alpha / beta): 0.015 / 0.016 hartree
Kohn-Sham gap (alpha / beta): 7.363 / 8.396 eV

XYZ file:
```
18
Properties=species:S:1:pos:R:3:forces:R:3
H -0.76256 -1.25954 -1.37141 -0.1 0.1 0.0
C -1.29682 -0.19132 0.92077 -0.5 -0.2 -0.4
H 0.13967 1.56097 -0.41834 0.0 -0.2 0.0
H 2.43902 0.47777 -0.81294 -0.1 -0.1 0.0
C 0.34023 0.48331 -0.34944 0.0 0.0 -0.3
C 1.52086 -0.04257 -1.12908 -0.1 0.3 0.0
H 1.33130 -1.60587 -0.06316 0.1 -0.1 -0.2
H -1.76617 -1.02498 1.45214 0.1 0.1 -0.1
H -1.83694 0.76010 0.99250 0.1 -0.1 0.1
H -1.34146 0.38727 -1.82001 0.0 -0.1 0.1
C 0.47164 0.71482 1.97517 0.5 0.4 0.7
H 1.24128 0.41624 2.67947 -0.1 0.0 -0.1
H -0.00487 1.69278 2.06824 0.1 -0.1 0.0
H -2.32528 -0.64568 -0.86787 0.1 0.0 -0.1
N 0.10567 -0.10586 0.92591 0.1 0.0 0.1
C -1.26725 -0.35871 -1.01642 -0.2 -0.2 -0.2
O 1.63605 -1.43409 -0.97103 0.1 -0.1 0.2
H 1.37561 0.17536 -2.19450 0.0 0.0 0.1
```
Positions in Å, forces in eV/Å.